Here is a molecular structure, C39H38N3O2Ti from the Open Molecules 2025 dataset. Energies are from ωB97M-V/def2-TZVPD.

Each line ends with the Löwdin charge.
Cartesian coordinates (Å):
O (-3.161, -0.796, 3.248)  0.031
C (0.107, -3.497, -1.333)  -0.174
C (1.513, -0.773, 3.274)  -0.164
C (-1.467, 5.392, -2.057)  -0.115
H (-1.408, 0.589, -3.498)  0.080
C (2.708, -0.718, 2.340)  -0.495
C (-0.801, -0.765, 3.404)  -0.156
H (2.292, -2.102, -1.433)  0.047
H (-2.205, 0.587, -1.920)  0.071
C (-0.123, 1.269, -1.872)  -0.552
C (-1.262, 0.400, -2.432)  -0.027
C (-2.782, 2.002, 1.540)  -0.038
H (-1.706, 1.826, 1.597)  0.061
N (-1.885, -0.683, 1.307)  0.025
C (-3.424, 1.041, 0.588)  -0.203
H (3.403, 3.220, 1.363)  0.077
C (-1.281, 4.657, -3.220)  -0.098
C (0.221, -5.025, 0.963)  -0.106
C (3.347, -2.101, -1.145)  -0.036
H (-5.188, -1.441, -1.789)  0.102
C (-0.765, -0.940, 4.779)  0.013
C (1.635, -0.959, 4.644)  0.015
H (-0.712, 2.785, -4.066)  0.103
H (-4.127, -3.237, -0.741)  0.076
C (3.239, 2.162, 1.570)  -0.036
C (-0.574, 2.731, -1.926)  -0.163
H (0.264, -5.616, 1.871)  0.093
C (0.188, -5.651, -0.270)  -0.116
H (-5.866, 0.942, -1.765)  0.092
C (-3.012, -0.300, 0.524)  -0.197
C (0.139, -2.827, -0.102)  -0.225
H (-1.706, -1.035, 5.302)  0.117
H (-2.940, 3.027, 1.205)  0.070
H (-2.979, -3.026, 0.598)  0.081
H (-0.558, 3.025, 0.184)  0.083
H (0.901, 1.280, -3.819)  0.069
C (1.123, 1.088, -2.767)  -0.038
C (-1.204, 4.798, -0.837)  -0.091
C (4.724, 1.874, -0.412)  -0.062
H (1.019, 1.405, 0.011)  0.038
H (-2.445, -2.825, -1.047)  0.062
H (-1.480, 5.107, -4.184)  0.093
Ti (0.207, -0.720, 0.573)  0.970
H (-3.198, 1.886, 2.542)  0.086
C (-4.445, 1.470, -0.249)  -0.058
C (3.825, -0.718, -0.868)  -0.214
C (-0.842, 3.348, -3.151)  -0.042
H (2.165, 2.009, 1.704)  0.068
N (0.324, -0.598, 2.708)  0.070
H (0.102, -5.364, -2.394)  0.092
H (0.213, -3.192, 2.034)  0.084
H (5.161, -0.714, -2.530)  0.101
C (0.130, -4.881, -1.424)  -0.109
H (-1.014, -0.662, -2.317)  0.075
H (3.411, -2.748, -0.269)  0.091
C (4.778, -0.137, -1.697)  -0.065
C (-2.100, -0.763, 2.619)  -0.505
H (0.206, -6.732, -0.338)  0.090
N (2.318, -0.515, 1.074)  0.011
H (-4.740, 2.512, -0.218)  0.105
C (3.329, 0.016, 0.215)  -0.193
H (2.630, -1.067, 5.050)  0.116
H (-1.813, 6.416, -2.104)  0.091
O (3.839, -0.804, 2.812)  0.045
H (3.914, -2.548, -1.963)  0.077
C (-0.761, 3.484, -0.774)  -0.036
H (0.529, -1.149, 6.475)  0.105
H (0.059, -2.920, -2.255)  0.087
C (3.776, 1.328, 0.444)  -0.210
C (0.194, -3.636, 1.038)  -0.145
C (5.230, 1.149, -1.476)  -0.102
C (-4.690, -0.735, -1.135)  -0.069
C (-3.659, -1.202, -0.324)  -0.214
H (5.057, 2.890, -0.239)  0.101
H (3.726, 1.911, 2.513)  0.083
H (5.968, 1.589, -2.134)  0.092
C (-5.074, 0.590, -1.116)  -0.102
C (0.472, -1.018, 5.402)  -0.037
H (-1.345, 5.355, 0.081)  0.097
H (1.934, 1.747, -2.457)  0.089
C (0.223, 0.819, -0.480)  -0.183
H (1.483, 0.061, -2.679)  0.076
C (-3.285, -2.647, -0.375)  -0.030

The molar mass is 628.62 Da. For the largest force on an atom, the calculation gives 0.8 eV/Å. Its total charge is -1. The HOMO energy comes out at -0.1612 hartree. The value obtained for the relative energy (zero: lowest compared OMol25 entry of this formula, charge and spin) is 0.0 kcal/mol. The total energy is -2673.3011 hartree. The spin multiplicity is 1. The calculation puts the HOMO-LUMO gap at 6.8 eV.

***

Here is a molecular structure, C39H39AuN6O2STe from the Open Molecules 2025 dataset. Energies are from ωB97M-V/def2-TZVPD.

Each line ends with the Löwdin charge.
Cartesian coordinates (Å):
H (-0.138, 3.604, -2.506)  0.053
H (-1.885, -5.520, -0.070)  0.105
H (5.720, -1.805, 0.375)  0.073
H (7.170, -2.742, 0.047)  0.088
H (-2.061, -4.997, 2.699)  0.127
H (-3.023, -7.893, -3.442)  0.116
H (7.005, -1.136, -0.644)  0.087
H (-3.210, 4.371, -5.238)  0.112
C (-4.166, 5.028, -3.434)  -0.053
Au (-0.360, -0.544, 0.046)  0.810
H (-0.073, 2.760, 0.440)  0.117
C (-2.336, -4.593, -3.302)  -0.028
C (0.047, -4.919, 3.128)  -0.015
C (-2.524, -2.044, -1.956)  -0.083
H (-3.956, 3.457, -0.442)  0.128
C (-3.769, 3.679, -1.483)  -0.024
H (1.186, 3.846, -1.336)  0.068
C (-3.874, -2.195, -2.220)  0.044
H (1.825, -2.175, 2.933)  0.153
H (-6.300, -0.856, -3.846)  0.095
H (0.481, -0.994, -4.018)  0.089
H (-5.039, 5.397, -1.516)  0.116
N (1.026, -2.800, 2.866)  0.075
H (4.538, -4.369, -2.089)  0.081
H (6.582, -2.846, -2.375)  0.145
H (-2.887, -5.901, -4.891)  0.114
C (0.380, 3.188, -1.643)  -0.340
H (-2.213, -2.601, 2.098)  0.122
H (-0.728, 2.768, -6.949)  0.118
H (0.255, 3.226, -4.756)  0.109
H (-4.308, -3.182, -2.158)  0.135
H (-2.193, 2.387, -4.182)  0.096
C (-2.781, 3.078, -3.598)  -0.027
C (-2.946, 2.846, -2.235)  -0.201
C (-1.930, -0.756, -2.012)  -0.329
C (2.665, -1.953, -0.986)  -0.110
H (-2.531, -7.701, -1.034)  0.112
C (5.812, -2.665, -1.619)  -0.396
C (0.063, 2.204, -5.051)  -0.139
C (-1.275, -3.039, 2.404)  -0.077
H (2.371, -2.935, -1.284)  0.141
C (-0.504, 1.945, -6.290)  -0.067
C (-6.113, -1.288, -2.863)  -0.030
C (-2.047, -4.476, -1.936)  -0.164
O (-0.955, -2.961, -0.453)  0.007
C (-0.421, -0.414, -5.872)  -0.055
H (5.919, -4.731, -1.052)  0.090
H (2.128, -4.460, 3.443)  0.142
C (-0.781, 0.646, -6.691)  -0.043
C (-4.685, -1.098, -2.496)  -0.228
H (4.526, -3.894, -0.385)  0.067
C (-4.148, 0.178, -2.322)  0.066
O (-0.630, -0.654, -2.009)  -0.355
C (-0.595, 2.909, -0.507)  -0.278
C (-2.462, -6.830, -1.667)  -0.054
C (5.150, -3.995, -1.270)  -0.073
C (-0.141, -2.223, 2.508)  -0.705
N (2.714, -0.040, -0.078)  -0.117
C (4.824, -1.685, -2.282)  -0.105
H (-6.765, -0.780, -2.155)  0.093
H (-2.280, -3.722, -3.940)  0.120
C (-1.182, -4.372, 2.730)  -0.016
N (2.015, -1.172, -0.149)  -0.061
H (0.121, -5.957, 3.414)  0.124
C (0.378, 1.139, -4.213)  -0.465
C (-2.671, -5.819, -3.838)  -0.051
H (-4.808, 1.034, -2.342)  0.139
C (-4.384, 4.761, -2.093)  -0.050
H (-6.376, -2.341, -2.884)  0.085
N (3.744, -0.106, -0.813)  0.034
Te (1.204, 1.287, -2.260)  1.767
C (1.147, -4.104, 3.167)  -0.033
C (0.186, -0.172, -4.657)  -0.150
C (-2.092, -5.613, -1.127)  -0.005
C (-2.743, -6.939, -3.022)  -0.047
N (-1.286, 1.686, -0.833)  -0.006
H (-1.250, 0.456, -7.645)  0.118
C (-2.802, 0.366, -2.048)  -0.076
H (4.387, -2.146, -3.170)  0.136
S (-0.134, -0.514, 2.336)  0.630
H (-1.292, 3.745, -0.406)  0.125
H (-4.625, 5.886, -3.900)  0.115
C (-3.367, 4.183, -4.188)  -0.047
N (3.755, -1.290, -1.410)  -0.092
C (-2.276, 1.660, -1.648)  -0.201
C (6.462, -2.042, -0.386)  -0.064
H (5.347, -0.766, -2.559)  0.139
H (-0.597, -1.432, -6.186)  0.114
C (-1.744, -3.151, -1.384)  -0.279

The molar mass is 980.42 Da. For the largest force on an atom, the calculation gives 1.7 eV/Å. As for the expectation value of S²: 2.020. Its total charge is +2. The HOMO energy (alpha / beta) comes out at -0.4724 / -0.4712 hartree. The value obtained for the relative energy (zero: lowest compared OMol25 entry of this formula, charge and spin) is 34.6 kcal/mol. The total energy is -2789.8513 hartree. The spin multiplicity is 3. The calculation puts the HOMO-LUMO gap (alpha / beta) at 7.8 / 5.5 eV.

***

Here is a molecular structure, C39H39BrF5N5O2ReSSe from the Open Molecules 2025 dataset. Energies are from ωB97M-V/def2-TZVPD.

Each line ends with the Löwdin charge.
Cartesian coordinates (Å):
F (1.641, 2.595, 6.185)  0.059
Se (1.126, 2.071, 3.152)  0.598
H (-4.331, 1.510, 3.142)  0.098
H (-3.055, 4.709, -0.988)  0.083
H (-1.853, 0.384, -4.249)  0.067
H (1.940, -0.768, -3.866)  0.080
H (-3.208, -1.270, -4.464)  0.065
H (1.049, 0.735, -4.164)  0.083
C (-0.113, -4.741, 1.854)  0.018
H (0.608, -0.316, -2.803)  0.055
H (-1.772, 5.165, -2.120)  0.078
H (-4.074, 0.526, -3.182)  0.089
H (3.299, 1.082, -3.068)  0.118
F (0.258, 4.964, 2.323)  0.056
C (0.872, 4.747, -1.652)  -0.046
H (2.134, -0.682, -0.913)  0.033
H (-0.093, -5.805, 2.051)  0.119
H (-1.973, 2.074, -3.753)  0.080
H (-0.849, 5.063, 0.157)  0.122
C (-2.107, 4.391, -1.429)  -0.050
N (0.420, 1.375, -0.268)  -0.130
H (-3.127, 1.073, 4.369)  0.103
C (-2.653, 0.510, 2.433)  -0.153
H (4.169, -1.600, 2.148)  0.128
H (0.480, 5.747, -1.503)  0.120
H (-2.236, -2.184, 1.218)  0.092
C (0.806, 2.412, -1.127)  -0.190
N (-0.215, -1.999, 1.443)  -0.017
C (0.797, 6.047, 5.700)  -0.154
Br (0.008, -5.221, -4.154)  0.739
H (-2.109, 2.309, 0.246)  0.042
C (1.263, 3.704, 5.537)  -0.274
H (-0.617, -7.263, -2.120)  0.102
H (-4.197, -0.181, 3.673)  0.090
O (1.849, -0.464, 1.472)  -0.320
C (1.861, 2.172, -2.044)  -0.123
S (-3.021, -0.612, -1.403)  0.893
C (0.781, -7.009, -0.506)  -0.036
H (3.534, 0.352, -0.633)  0.091
C (2.399, -4.514, 2.068)  -0.243
H (-1.063, 0.930, -2.769)  0.035
F (1.484, 4.843, 7.597)  0.106
C (1.946, 4.552, -2.491)  -0.065
C (-2.879, -2.072, -3.804)  -0.131
C (0.219, -6.696, -1.735)  -0.120
C (-1.949, 1.047, -3.391)  -0.126
C (-1.316, -2.718, 1.412)  -0.114
Re (0.074, 0.137, 0.845)  1.381
C (0.239, 3.694, -0.990)  -0.111
H (-2.291, 3.486, -2.014)  0.049
H (-3.457, 1.628, -1.952)  0.061
H (0.398, -7.834, 0.083)  0.118
C (1.839, -6.263, -0.007)  -0.276
C (2.405, -5.252, -0.779)  -0.013
H (3.219, 3.097, -3.403)  0.111
H (-2.532, 3.739, 1.188)  0.088
C (2.945, -0.148, -1.402)  -0.073
C (2.094, -1.741, 1.703)  -0.334
H (3.261, -4.695, -0.425)  0.120
C (3.319, -2.260, 2.040)  0.033
C (1.863, -4.949, -2.018)  -0.107
N (2.692, -5.920, 2.164)  0.085
C (0.489, 6.051, 4.354)  -0.154
N (2.364, -6.705, 1.263)  0.076
C (-3.199, 0.768, -2.573)  -0.372
C (0.762, -5.659, -2.474)  -0.690
H (-0.983, 2.917, 1.490)  -0.007
H (-2.235, -4.651, 1.627)  0.110
H (-3.136, -3.020, -4.277)  0.077
H (3.578, -0.894, -1.893)  0.081
C (-3.544, -1.989, -2.442)  -0.394
H (2.419, 5.394, -2.980)  0.106
C (3.447, -3.648, 2.236)  -0.014
C (1.092, -4.004, 1.851)  -0.098
C (-1.698, 3.206, 0.720)  -0.118
H (-3.280, -2.852, -1.826)  0.082
C (0.574, 4.879, 3.627)  -0.259
H (4.418, -4.067, 2.473)  0.121
C (2.400, 3.264, -2.713)  -0.042
N (-1.789, 0.387, 1.693)  0.012
C (1.445, 0.080, -3.385)  -0.061
H (-4.635, -1.945, -2.500)  0.089
C (-3.643, 0.732, 3.471)  -0.008
F (0.106, 7.193, 3.763)  0.102
C (0.977, -2.620, 1.665)  -0.140
H (-1.794, -2.031, -3.705)  0.071
C (0.964, 3.662, 4.177)  -0.564
C (1.186, 4.861, 6.290)  -0.154
C (-1.302, -4.106, 1.628)  -0.024
F (0.717, 7.173, 6.419)  0.109
C (-1.074, 4.110, -0.326)  -0.360
C (2.428, 0.815, -2.466)  -0.362
H (2.291, -4.161, -2.622)  0.104
O (-1.550, -0.839, -1.177)  -0.605

The molar mass is 1081.90 Da. For the largest force on an atom, the calculation gives 1.1 eV/Å. As for the expectation value of S²: 0.768. The HOMO energy (alpha / beta) comes out at -0.2250 / -0.2276 hartree. The value obtained for the relative energy (zero: lowest compared OMol25 entry of this formula, charge and spin) is 62.5 kcal/mol. The total energy is -7884.8864 hartree. The spin multiplicity is 2. The calculation puts the HOMO-LUMO gap (alpha / beta) at 5.0 / 5.1 eV.

***

Here is a molecular structure, C39H39BrN9O2SV from the Open Molecules 2025 dataset. Energies are from ωB97M-V/def2-TZVPD.

Each line ends with the Löwdin charge.
Cartesian coordinates (Å):
N (-4.025, -0.610, 4.399)  0.052
H (-1.269, 3.620, 2.167)  0.108
H (-4.041, -3.157, 4.710)  0.114
C (-3.713, 2.794, -1.037)  -0.227
C (3.192, -2.280, 1.851)  -0.238
C (-0.742, 1.715, 1.348)  -0.365
H (1.059, 3.023, -4.728)  0.052
N (1.517, 3.341, -1.921)  0.073
Br (0.753, -4.211, 5.606)  0.847
H (-3.024, 4.343, 0.332)  0.096
C (-3.289, 2.477, -2.467)  -0.311
C (-1.937, -2.272, 0.879)  -0.022
H (1.148, 1.998, -6.162)  0.070
H (-2.685, -0.220, -4.276)  0.061
C (-0.854, -1.701, 0.191)  -0.099
C (4.568, -2.430, 2.081)  -0.029
C (2.802, -4.217, 3.262)  -0.120
N (5.082, -6.290, 4.948)  0.129
N (2.867, 2.889, -0.382)  -0.245
N (-4.045, 0.428, 3.725)  0.056
H (-3.542, -1.922, 2.221)  0.110
H (5.250, -1.730, 1.618)  0.113
C (-1.967, -3.617, 5.052)  -0.124
C (2.115, 4.435, -1.466)  -0.197
H (-3.500, 1.463, -2.808)  0.085
H (-1.354, 0.137, 4.381)  0.122
C (-2.823, -1.426, 4.500)  -0.295
H (1.924, 5.425, -1.843)  0.103
C (-0.464, -1.744, 4.877)  -0.099
N (-0.551, -0.429, 0.302)  0.024
H (-2.083, 1.070, -5.321)  0.056
C (-2.309, -0.155, 1.952)  -0.122
C (-3.027, -2.772, 4.749)  -0.046
C (-0.690, -3.090, 5.124)  -0.666
C (1.180, -0.649, -2.831)  -0.324
H (3.516, 2.587, 1.403)  0.099
H (3.049, 2.123, -3.770)  0.054
H (2.438, -2.287, -3.489)  0.079
H (3.601, 0.770, -2.776)  0.062
H (-3.306, 2.027, -0.376)  0.099
H (-0.237, -2.277, -0.484)  0.105
H (-1.358, -2.583, -4.018)  0.071
C (-1.238, 0.342, 1.195)  -0.114
C (2.673, -1.247, 1.008)  -0.098
H (1.801, -2.504, -1.854)  0.054
O (0.367, 2.026, 0.802)  -0.123
C (4.680, -5.434, 4.292)  -0.192
C (-1.532, -0.916, 4.560)  -0.021
H (-0.318, -3.004, -2.666)  0.062
H (-3.303, 2.762, 3.346)  0.111
H (-3.678, 3.202, -3.190)  0.101
C (3.002, 1.035, -3.650)  -0.071
C (-0.138, -0.955, -3.330)  -0.262
H (3.504, 0.599, -4.524)  0.079
C (5.051, -3.450, 2.879)  -0.041
C (-1.559, 2.580, 2.086)  -0.029
H (-1.784, -2.056, -2.397)  0.064
H (3.290, 1.205, 0.507)  0.017
S (-1.504, 2.649, -2.440)  1.013
H (2.119, -4.914, 3.731)  0.017
C (-0.532, 0.036, -4.207)  -0.266
C (0.547, 0.965, -4.347)  -0.271
H (-0.418, 2.496, -5.533)  0.049
C (4.172, -4.353, 3.470)  -0.246
N (2.993, 4.178, -0.495)  0.130
O (-1.103, 1.495, -1.524)  -0.533
H (6.115, -3.557, 3.047)  0.113
N (2.010, 2.338, -1.202)  -0.029
N (3.666, 2.161, 0.494)  0.153
C (2.192, -0.418, 0.237)  -0.101
H (-3.617, 4.942, -1.218)  0.105
H (-4.795, 2.815, -0.908)  0.114
C (1.590, 0.539, -3.542)  -0.297
V (0.801, 0.659, -0.773)  0.676
H (-2.187, -3.310, 0.705)  0.110
H (0.540, -1.345, 4.923)  0.109
C (0.586, 2.175, -5.236)  -0.079
C (2.178, -1.757, -2.559)  -0.087
H (1.255, -3.073, 2.321)  0.109
C (-2.677, -1.504, 1.726)  -0.011
C (-3.050, 4.140, -0.738)  -0.216
C (-2.688, 2.093, 2.751)  -0.045
C (-0.936, -2.203, -3.082)  -0.061
C (-3.009, 0.755, 2.802)  -0.277
H (-1.381, 4.971, -1.932)  0.085
C (-1.630, 4.089, -1.337)  -0.298
H (-0.838, 3.927, -0.603)  0.068
C (-1.853, 0.073, -4.928)  -0.068
H (3.105, -1.379, -2.126)  0.053
H (-1.880, -0.612, -5.784)  0.071
H (-2.136, -4.666, 5.250)  0.098
C (2.321, -3.190, 2.472)  -0.031

The molar mass is 828.72 Da. For the largest force on an atom, the calculation gives 1.5 eV/Å. As for the expectation value of S²: 3.775. Its total charge is -1. The HOMO energy (alpha / beta) comes out at -0.1232 / -0.1362 hartree. The value obtained for the relative energy (zero: lowest compared OMol25 entry of this formula, charge and spin) is 2.2 kcal/mol. The total energy is -6068.9669 hartree. The spin multiplicity is 4. The calculation puts the HOMO-LUMO gap (alpha / beta) at 5.4 / 5.7 eV.

***

Question: What is the molar mass in the third record?
Answer: 1081.90 Da

***

Question: Which of these has the lowest molar mass?
Answer: C39H38N3O2Ti